(1)
Below is a structure of composition C11H10AgBrI2NO7, with properties calculated with wB97M-V/def2-TZVPD.

Last column: Löwdin charge in e.
Element x y z (Å)
Ag: -1.642 0.297 0.060  0.771
O: -0.773 -0.119 -3.014  0.073
C: -0.859 -1.236 -2.284  -0.553
O: 0.057 -1.708 -1.662  0.102
C: -2.262 -1.815 -2.296  -0.148
O: -2.498 -2.386 -1.031  -0.152
C: -3.864 -2.372 -0.671  -0.140
C: -4.484 -0.989 -0.373  -0.679
O: -5.704 -0.985 -0.242  0.000
O: -3.710 0.021 -0.283  -0.170
H: 0.009 0.394 -2.677  0.075
H: -2.341 -2.566 -3.095  0.137
H: -2.964 -1.006 -2.506  0.126
H: -3.942 -2.964 0.241  0.126
H: -4.482 -2.855 -1.435  0.123
I: -1.272 -1.083 3.202  0.709
C: -0.665 0.940 3.380  -1.209
I: -2.211 2.333 2.975  0.694
H: 0.100 1.097 2.630  -0.088
H: -0.316 1.103 4.391  -0.048
Br: 5.086 0.398 3.256  0.709
C: 4.431 0.958 1.566  -0.668
C: 5.303 1.529 0.654  -0.207
N: 4.908 1.937 -0.548  0.066
C: 3.624 1.780 -0.865  -0.076
C: 2.680 1.226 -0.008  -0.094
C: 3.098 0.800 1.243  -0.049
C: 1.234 1.087 -0.443  -0.592
O: 0.966 1.334 -1.626  0.003
O: 0.440 0.738 0.482  -0.164
H: 6.350 1.658 0.903  0.095
H: 3.310 2.107 -1.847  0.117
H: 2.391 0.348 1.923  0.109

Values from the calculation:
HOMO, Ha: -0.2178
Lowest unoccupied orbital energy, hartree: 0.077
Charge: -1
M, g/mol: 709.78

=====

(2)
Below is the molecule C11H10BrNO2 at a distorted geometry, with properties calculated with wB97M-V/def2-TZVPD.

Last column: Löwdin charge in e.
Element x y z (Å)
O: -2.875 0.554 1.247  0.113
C: -2.108 0.587 0.186  -0.402
C: -1.071 1.449 -0.135  0.049
C: -0.351 0.676 -1.261  -0.143
C: 0.950 -0.164 -0.789  -0.197
C: 2.211 0.624 -0.711  -0.032
C: 2.760 1.054 0.492  -0.073
C: 2.154 0.631 1.702  -0.089
C: 1.094 -0.190 1.703  -0.080
C: 0.581 -0.821 0.523  -0.294
C: -0.470 -1.671 0.557  -0.422
Br: -1.035 -2.462 2.270  0.659
C: -1.378 -0.314 -1.652  -0.443
O: -1.242 -1.030 -2.749  0.126
N: -2.329 -0.432 -0.790  0.159
H: -3.662 0.066 1.180  0.095
H: -0.651 2.175 0.530  0.104
H: -0.076 1.288 -2.046  0.122
H: 1.062 -0.999 -1.620  0.180
H: 2.708 0.640 -1.738  0.130
H: 3.701 1.506 0.516  0.081
H: 2.527 1.207 2.515  0.100
H: 0.588 -0.501 2.675  0.085
H: -1.233 -2.083 -0.049  0.016
H: -1.856 -1.791 -2.558  0.157

Values from the calculation:
HOMO, Ha: -0.2921
Lowest unoccupied orbital energy, hartree: -0.007
Charge: 0
Energy above the lowest of the compared OMol25 structures with the same formula, charge and spin, eV: 2.360
SMILES string: OC1=C[C@@H]([C@H]2C=CC=C/C2=C\Br)C(O)=N1
M, g/mol: 268.11

=====

(3)
Below is a structure of composition C11H10ClFN2OPbS at a distorted geometry, with properties calculated with wB97M-V/def2-TZVPD.

Last column: Löwdin charge in e.
Element x y z (Å)
C: -3.508 1.193 -1.268  -0.272
C: -1.984 0.676 -1.161  -0.291
C: -1.844 -0.905 -0.797  -0.597
Cl: -3.374 -1.662 -0.142  0.664
C: -0.586 -0.993 0.225  -0.171
C: 0.801 -0.521 -0.414  0.018
C: 2.081 -0.501 0.449  -0.074
C: 3.427 0.040 -0.270  -0.023
C: 3.048 1.548 -0.758  -0.304
O: 2.735 2.398 0.119  0.080
F: 3.005 1.945 -2.127  0.020
C: 1.988 -0.962 1.943  -0.211
N: 3.068 -1.020 2.902  -0.220
S: 2.321 -1.595 4.353  1.012
N: 0.637 -1.819 4.020  -0.210
C: 0.608 -1.444 2.599  -0.249
C: -0.709 -1.457 1.707  0.078
H: -4.051 1.045 -0.260  0.141
H: -3.536 2.358 -1.452  -0.095
H: -4.062 0.697 -2.149  0.103
H: -1.349 0.885 -2.116  0.062
H: -1.461 1.280 -0.318  0.151
H: -1.502 -1.475 -1.736  0.130
H: 0.848 -0.189 -1.519  0.117
H: 3.653 -0.538 -1.238  0.136
H: 4.307 0.024 0.457  0.140
H: -1.737 -1.753 2.100  0.094
Pb: -2.823 2.744 -3.150  1.769

Values from the calculation:
HOMO, Ha: -0.5122
Lowest unoccupied orbital energy, hartree: -0.413
Charge: +2
M, g/mol: 479.93

=====

(4)
Below is a structure of composition C11H10ClNOV at a distorted geometry, with properties calculated with wB97M-V/def2-TZVPD.

Last column: Löwdin charge in e.
Element x y z (Å)
C: 0.976 -1.491 1.437  -0.264
C: 1.047 -1.535 0.001  -0.272
C: -0.295 -1.667 -0.471  -0.268
H: 1.950 -1.489 -0.599  0.079
C: -1.182 -1.535 0.648  -0.210
C: -0.385 -1.534 1.831  -0.226
H: -0.797 -1.646 2.846  0.086
H: 1.823 -1.497 2.129  0.071
H: -0.633 -1.933 -1.458  0.069
H: -2.274 -1.479 0.583  0.075
V: 0.074 0.541 0.160  0.308
Cl: 2.012 1.130 1.159  0.077
C: 0.026 2.165 -1.131  -0.281
C: -1.214 1.480 -1.451  -0.215
C: -0.891 0.315 -2.213  -0.224
H: -2.208 1.922 -1.382  0.080
C: 0.539 0.185 -2.260  -0.210
C: 1.118 1.290 -1.568  -0.301
H: 2.179 1.540 -1.558  0.069
H: 0.129 3.156 -0.690  0.083
H: -1.609 -0.292 -2.776  0.077
H: 1.101 -0.556 -2.838  0.095
O: -0.349 0.920 4.382  -0.045
C: -0.511 0.990 3.204  -0.608
N: -0.625 1.021 2.015  -0.046

Values from the calculation:
HOMO (alpha / beta), Ha: 0.0794 / 0.0144
Lowest unoccupied orbital energy (alpha / beta), hartree: 0.202 / 0.198
Charge: -2
Energy above the lowest of the compared OMol25 structures with the same formula, charge and spin, eV: 0.000
⟨S²⟩: 3.769
M, g/mol: 258.60
2S+1: 4

=====

(5)
Below is the molecule C11H10ClP at a distorted geometry, with properties calculated with wB97M-V/def2-TZVPD.

Last column: Löwdin charge in e.
Element x y z (Å)
Cl: -1.394 -2.088 -0.109  0.330
P: -0.582 -1.025 1.399  0.723
C: 1.002 -0.665 0.595  -0.479
C: 1.619 -1.600 -0.303  -0.112
C: 2.751 -1.205 -0.997  -0.110
C: 3.493 -0.074 -0.699  -0.053
C: 2.962 0.715 0.339  -0.061
C: 1.712 0.479 0.923  -0.108
C: -1.582 0.613 0.865  -0.527
C: -1.438 1.030 -0.525  -0.147
C: -2.611 0.829 -1.219  -0.081
C: -3.561 0.340 -0.234  -0.134
C: -2.984 0.313 0.999  -0.220
H: 1.073 -2.593 -0.443  0.083
H: 3.001 -1.856 -1.744  0.072
H: 4.481 -0.062 -1.229  0.123
H: 3.434 1.481 0.750  0.052
H: 1.308 1.180 1.533  0.067
H: -1.181 1.398 1.565  0.133
H: -0.540 1.477 -0.883  0.095
H: -2.839 1.082 -2.243  0.097
H: -4.687 0.152 -0.367  0.126
H: -3.439 0.081 2.025  0.132

Values from the calculation:
HOMO, Ha: -0.3066
Lowest unoccupied orbital energy, hartree: 0.018
Charge: 0
Energy above the lowest of the compared OMol25 structures with the same formula, charge and spin, eV: 0.108
SMILES string: ClP(c1ccccc1)C1C=CC=C1
M, g/mol: 208.63

=====

(6)
Below is a structure of composition C11H10CoN4O10S at a distorted geometry, with properties calculated with wB97M-V/def2-TZVPD.

Last column: Löwdin charge in e.
Element x y z (Å)
Co: 0.244 -0.993 1.893  0.613
O: -0.244 -4.358 1.438  -0.370
S: -0.596 -3.361 2.436  0.310
O: -1.275 -3.892 3.601  -0.363
O: 0.651 -2.563 2.856  -0.396
O: -1.376 -2.211 1.805  -0.411
C: -1.584 -1.674 -1.373  0.007
C: -0.109 -1.461 -1.311  -0.320
N: 0.579 -1.235 -0.228  0.132
C: 1.885 -1.076 -0.610  -0.113
C: 2.006 -1.208 -1.963  -0.085
N: 0.731 -1.459 -2.382  0.175
C: 3.123 -1.177 -2.957  -0.617
O: 4.294 -1.018 -2.477  -0.056
O: 2.792 -1.367 -4.143  -0.034
C: 2.829 -0.704 0.466  -0.452
O: 4.089 -0.595 0.167  0.123
O: 2.406 -0.497 1.603  0.052
H: -1.896 -2.154 -0.447  0.062
H: -1.857 -2.298 -2.226  0.071
H: -2.106 -0.716 -1.460  0.078
H: 0.510 -1.570 -3.355  0.152
H: 4.228 -0.717 -0.855  0.094
C: -1.424 3.948 -0.938  -0.054
N: -1.311 3.063 0.213  -0.071
C: -2.175 3.154 1.271  -0.101
C: -2.114 2.324 2.320  -0.008
C: -1.088 1.287 2.291  -0.515
O: -0.965 0.452 3.197  -0.013
N: -0.260 1.183 1.211  0.150
C: -0.319 2.037 0.159  -0.498
O: 0.397 2.002 -0.845  0.014
H: -1.963 4.849 -0.644  0.073
H: -1.948 3.473 -1.772  0.086
H: -0.433 4.208 -1.290  0.078
H: -2.915 3.939 1.202  0.107
H: -2.809 2.386 3.147  0.097

Values from the calculation:
HOMO (alpha / beta), Ha: -0.0987 / -0.0923
Lowest unoccupied orbital energy (alpha / beta), hartree: 0.165 / 0.165
Charge: -2
Energy above the lowest of the compared OMol25 structures with the same formula, charge and spin, eV: 0.086
⟨S²⟩: 0.757
M, g/mol: 449.22
2S+1: 2